Entry 1:
113
Properties=species:S:1:pos:R:3:lowdin_spin:R:1 method="wB97M-V/def2-TZVPD" e_above_lowest_kcal_mol=0.0 e_tot_ev=-90148.681 lumo_energy_ha="0.0029 / -0.0087" homo_ev="-8.03 / -8.26" spin_multiplicity=6
Mn -10.190 -20.108 11.845 4.689
C -8.087 -20.614 15.263 0.002
C -7.752 -21.160 13.876 0.015
O -8.699 -20.934 12.914 0.102
H -7.244 -20.875 15.918 0.000
H -8.956 -21.113 15.691 0.000
H -8.250 -19.540 15.310 0.000
H -7.519 -22.228 14.020 0.002
H -6.792 -20.687 13.583 0.002
C -11.333 -19.326 15.412 0.002
C -12.065 -18.777 14.199 0.010
O -11.425 -18.914 12.978 0.080
H -10.446 -18.746 15.680 0.000
H -11.029 -20.363 15.270 0.000
H -12.023 -19.233 16.258 0.000
H -12.311 -17.718 14.383 0.001
H -13.044 -19.287 14.155 0.002
C -9.197 -21.979 9.245 0.006
O -9.050 -20.847 10.102 0.034
C -8.140 -19.898 9.555 0.003
C -7.880 -18.789 10.546 0.002
O -9.101 -18.328 11.085 0.041
C -8.965 -17.043 11.710 0.003
H -9.988 -22.611 9.639 0.001
H -8.266 -22.551 9.249 0.000
H -9.430 -21.647 8.231 0.000
H -8.513 -19.555 8.585 0.000
H -7.184 -20.384 9.321 0.000
H -7.375 -18.014 9.945 0.001
H -7.149 -18.975 11.337 0.000
H -8.042 -17.051 12.289 0.000
H -9.833 -16.890 12.345 0.000
H -8.984 -16.271 10.938 0.001
C -0.360 -26.332 13.663 0.000
O -1.735 -26.113 13.470 0.000
C -2.306 -25.293 14.465 0.000
C -3.605 -24.728 13.951 0.000
O -3.376 -23.712 13.006 0.000
C -4.521 -22.902 12.815 0.000
H 0.049 -26.826 12.786 0.000
H -0.179 -26.963 14.544 0.000
H 0.173 -25.391 13.839 0.000
H -1.645 -24.476 14.773 0.000
H -2.543 -25.916 15.337 0.000
H -4.192 -24.363 14.806 0.000
H -4.199 -25.551 13.530 0.000
H -4.181 -22.060 12.217 0.000
H -4.947 -22.554 13.762 0.000
H -5.308 -23.458 12.296 0.000
C -2.972 -16.083 14.706 0.000
O -4.308 -16.360 15.072 0.000
C -5.053 -17.020 14.065 0.000
C -6.400 -17.373 14.661 0.000
O -7.221 -16.231 14.597 0.000
C -8.552 -16.479 14.997 0.000
H -3.007 -15.409 13.840 0.000
H -2.367 -16.974 14.515 0.000
H -2.523 -15.512 15.517 0.000
H -4.574 -17.920 13.662 0.000
H -5.223 -16.320 13.237 0.000
H -6.303 -17.725 15.694 0.000
H -6.800 -18.221 14.086 0.000
H -8.894 -17.472 14.697 0.000
H -9.217 -15.742 14.543 0.000
H -8.675 -16.357 16.079 0.000
C -11.336 -20.608 19.921 0.000
O -10.013 -20.121 19.982 0.000
C -9.192 -20.712 19.007 0.000
C -7.785 -20.239 19.178 0.000
O -7.188 -20.815 20.307 0.000
C -5.812 -20.552 20.384 0.000
H -11.975 -19.970 20.528 0.000
H -11.334 -21.646 20.273 0.000
H -11.778 -20.586 18.916 0.000
H -9.498 -20.500 17.972 0.000
H -9.215 -21.810 19.067 0.000
H -7.702 -19.144 19.212 0.000
H -7.255 -20.523 18.251 0.000
H -5.422 -20.797 21.371 0.000
H -5.613 -19.498 20.156 0.000
H -5.237 -21.184 19.696 0.000
C -8.827 -23.945 16.802 0.000
O -10.212 -24.039 16.998 0.000
C -10.886 -22.974 16.363 0.000
C -12.389 -23.200 16.355 0.000
O -12.768 -24.261 15.507 0.000
C -12.772 -25.520 16.126 0.000
H -8.590 -23.789 15.741 0.000
H -8.317 -24.866 17.089 0.000
H -8.340 -23.149 17.378 0.000
H -10.591 -22.947 15.307 0.000
H -10.711 -22.014 16.860 0.000
H -12.881 -22.284 16.028 0.000
H -12.744 -23.403 17.373 0.000
H -13.276 -25.508 17.100 0.000
H -11.747 -25.883 16.246 0.000
H -13.308 -26.271 15.543 0.000
C -2.391 -20.230 14.402 0.000
O -2.242 -19.787 15.745 0.000
C -3.467 -19.606 16.419 0.000
C -3.249 -19.563 17.914 0.000
O -3.033 -20.817 18.523 0.000
C -1.793 -21.408 18.223 0.000
H -2.785 -19.373 13.837 0.000
H -3.024 -21.114 14.333 0.000
H -1.381 -20.384 14.025 0.000
H -4.258 -20.342 16.211 0.000
H -3.907 -18.652 16.092 0.000
H -4.143 -19.135 18.370 0.000
H -2.412 -18.897 18.165 0.000
H -0.983 -20.702 18.458 0.000
H -1.709 -21.727 17.186 0.000
H -1.585 -22.251 18.884 0.000

=====

Entry 2:
25
Properties=species:S:1:pos:R:3:mulliken_charge:R:1 method="wB97M-V/def2-TZVPD" e_above_lowest_kcal_mol=0.0 e_tot_ev=-19654.793 lumo_energy_ha=-0.0039 homo_ev=-9.17
O -4.592 0.385 0.208 -0.592
C -3.427 0.147 0.090 0.288
C -2.769 -1.164 0.055 -0.533
C -1.435 -1.246 -0.015 1.006
N -0.633 -0.126 0.024 -0.023
C -1.121 1.164 -0.170 0.384
O -0.375 2.117 -0.119 -0.641
N -2.497 1.209 -0.162 -0.078
C 0.847 -0.479 0.012 1.086
C 0.713 -1.962 -0.127 -0.650
C -0.550 -2.401 -0.011 -1.233
C 1.675 0.256 -1.050 -0.832
C 2.687 1.071 -0.252 -0.577
C 2.070 1.062 1.216 -0.447
O 1.429 -0.220 1.306 -0.508
H -3.425 -2.117 -0.099 0.266
H -2.877 2.145 -0.288 0.256
H 1.671 -2.478 -0.154 0.436
H -0.881 -3.370 0.319 0.387
H 0.939 0.934 -1.569 0.250
H 2.181 -0.480 -1.627 0.465
H 3.642 0.498 -0.237 0.293
H 2.680 2.114 -0.554 0.352
H 2.846 1.214 1.961 0.382
H 1.202 1.727 1.243 0.265

=====

Entry 3:
64
Properties=species:S:1:pos:R:3:lowdin_spin:R:1 method="wB97M-V/def2-TZVPD" charge=+1 e_above_lowest_kcal_mol=0.0 e_tot_ev=-53597.503 lumo_energy_ha="-0.1211 / -0.1212" homo_ev="-10.13 / -10.98" spin_multiplicity=3
Au -0.011 0.652 -0.287 0.601
O 1.081 -2.611 -2.229 0.022
C 0.340 -1.686 -2.000 0.032
O 0.699 -0.450 -1.857 0.059
C -1.193 -2.017 -1.924 0.055
C -2.102 -0.788 -2.071 0.018
C -3.570 -1.215 -2.205 0.002
C -3.926 -1.611 -0.748 0.035
C -2.565 -1.426 -0.051 0.046
O -2.080 -0.249 -0.724 0.094
C -1.680 -2.532 -0.586 0.448
C -0.123 -2.947 0.697 0.069
O -0.008 -4.108 0.569 0.134
O 0.152 -1.896 1.178 0.126
H -1.360 -2.773 -2.688 0.006
H -1.742 -0.038 -2.767 0.001
H -4.176 -0.379 -2.549 0.000
H -3.692 -2.036 -2.910 0.001
H -4.651 -0.925 -0.313 0.007
H -4.309 -2.626 -0.654 0.002
H -2.570 -1.260 1.021 0.005
H -2.094 -3.533 -0.569 0.018
F 6.889 0.982 0.074 0.000
C 5.988 1.207 1.064 0.000
C 4.665 1.289 0.745 0.001
C 3.724 1.467 1.762 0.007
C 2.300 1.499 1.403 0.010
O 2.021 1.334 0.194 0.122
C 1.396 1.719 2.486 0.001
C 1.907 1.835 3.747 -0.001
N 3.205 1.729 4.084 -0.001
C 3.614 1.880 5.463 0.000
C 2.788 1.247 6.536 0.000
C 4.135 0.678 6.199 0.000
C 4.153 1.561 3.091 0.001
C 5.520 1.499 3.383 0.000
C 6.453 1.308 2.381 0.000
N 7.820 1.197 2.719 0.000
C 8.254 0.131 3.587 0.000
C 8.870 -1.017 2.792 0.000
N 10.013 -0.470 1.980 0.000
C 9.571 0.633 1.054 0.000
C 8.869 1.715 1.871 0.000
C -0.125 1.892 2.413 0.006
O -0.687 2.212 3.443 0.006
O -0.736 1.705 1.294 0.068
H 4.327 1.182 -0.277 0.000
H 1.207 2.029 4.548 0.000
H 4.067 2.843 5.670 0.000
H 1.922 0.674 6.240 0.000
H 2.675 1.802 7.456 0.000
H 4.141 -0.256 5.654 0.000
H 4.952 0.822 6.892 0.000
H 5.871 1.612 4.399 0.000
H 7.409 -0.248 4.158 0.000
H 8.995 0.503 4.308 0.000
H 8.155 -1.442 2.089 0.000
H 9.259 -1.801 3.440 0.000
H 10.441 -1.219 1.435 0.000
H 10.733 -0.115 2.615 0.000
H 8.903 0.180 0.327 0.000
H 10.454 1.026 0.553 0.000
H 8.473 2.467 1.194 0.000
H 9.618 2.215 2.500 0.000